No. 1
Below is C26H33ClN2O2RhSe as an isolated structure, with properties calculated with ωB97M-V/def2-TZVPD.

Summary:
**Maximum force**: 0.061 hartree/bohr
**M**: 622.9 g/mol
**HOMO (alpha / beta)**: 0.0 / -4.8 eV
**Net charge**: -1
**Frontier orbital gap (alpha / beta)**: 0.100 / 0.261 hartree
**E**: -115449.120 eV
**Multiplicity**: 5

Element x y z (Å)
Rh (0.41, 0.14, 0.70)
Cl (2.31, 0.81, 1.89)
N (1.37, -1.70, 0.34)
N (0.06, 2.16, 0.19)
C (1.74, -2.32, -0.78)
C (-0.02, 2.79, -0.97)
C (1.54, -2.68, 1.44)
C (1.35, -3.99, 0.69)
C (0.55, -2.46, 2.55)
C (2.96, -2.61, 1.99)
H (-0.47, -2.54, 2.17)
H (0.71, -1.47, 2.98)
H (0.69, -3.22, 3.32)
H (3.69, -2.91, 1.23)
H (3.04, -3.31, 2.83)
H (3.17, -1.59, 2.33)
C (-0.39, 3.11, 1.23)
C (-1.33, 3.99, 0.43)
C (0.78, 3.94, 1.73)
C (-1.05, 2.41, 2.39)
H (-1.92, 1.84, 2.05)
H (-1.39, 3.15, 3.12)
H (-0.32, 1.74, 2.87)
H (1.19, 4.56, 0.93)
H (1.56, 3.28, 2.12)
H (0.42, 4.61, 2.53)
O (-0.83, 3.86, -0.93)
H (-1.32, 5.05, 0.70)
H (-2.37, 3.63, 0.45)
O (1.73, -3.66, -0.67)
H (0.30, -4.33, 0.68)
H (1.99, -4.81, 1.03)
C (2.32, -1.86, -2.09)
C (0.70, 2.69, -2.29)
C (0.71, 1.37, -3.00)
H (1.76, 2.94, -2.06)
H (0.29, 3.48, -2.93)
C (1.56, 0.42, -2.46)
C (1.52, -0.89, -2.90)
H (2.27, 0.71, -1.67)
C (0.89, -1.19, -4.12)
C (0.17, -0.18, -4.75)
C (1.04, -2.53, -4.78)
C (0.06, 1.11, -4.22)
H (-0.31, -0.39, -5.71)
C (-0.65, 2.19, -4.98)
H (-1.06, 1.79, -5.92)
H (0.04, 3.01, -5.25)
H (-1.48, 2.63, -4.41)
H (2.10, -2.74, -5.01)
H (0.50, -2.56, -5.73)
H (0.67, -3.35, -4.15)
H (2.54, -2.76, -2.66)
H (3.27, -1.36, -1.83)
Se (-1.81, -0.67, 0.39)
C (-2.58, -0.76, 2.12)
C (-1.91, -0.52, 3.34)
C (-2.61, -0.60, 4.55)
C (-3.97, -0.92, 4.56)
C (-4.64, -1.16, 3.35)
C (-3.96, -1.08, 2.15)
H (-0.85, -0.25, 3.35)
H (-2.07, -0.41, 5.49)
H (-4.51, -0.99, 5.51)
H (-5.70, -1.42, 3.35)
H (-4.47, -1.26, 1.20)

---

No. 2
Below is a 2-piece molecular cluster, C8H20BNO7PS overall, with properties calculated with ωB97M-V/def2-TZVPD.

Summary:
**Maximum force**: 0.045 hartree/bohr
**M**: 316.1 g/mol
**HOMO**: -3.9 eV
**Net charge**: -1
**Energy above the lowest of the compared OMol25 structures with the same formula, charge and spin**: 0.0 kcal per mole
**Frontier orbital gap**: 0.234 hartree
**E**: -45246.489 eV
**Multiplicity**: 1

Element x y z (Å)
C (-3.79, -2.24, 2.18)
P (-3.92, -2.27, 0.34)
C (-5.67, -2.04, -0.22)
C (-2.77, -1.05, -0.47)
N (-1.58, -1.77, -0.92)
C (-0.81, -2.31, 0.21)
B (0.72, -1.88, 0.12)
O (1.44, -2.15, -1.06)
O (1.29, -1.24, 1.19)
C (-2.44, 0.19, 0.39)
O (-3.37, 0.79, 1.00)
O (-1.24, 0.55, 0.43)
H (-4.77, -2.27, 2.66)
H (-3.27, -3.15, 2.48)
H (-3.23, -1.39, 2.58)
H (-6.34, -2.24, 0.61)
H (-5.92, -2.74, -1.02)
H (-5.85, -1.03, -0.61)
H (-3.28, -0.71, -1.37)
H (-1.03, -1.12, -1.47)
H (-1.20, -2.01, 1.19)
H (-0.83, -3.41, 0.13)
H (1.55, -3.10, -1.04)
H (0.68, -1.34, 1.92)
O (3.21, 4.66, -0.20)
S (4.10, 3.75, -0.84)
O (4.07, 3.55, -2.26)
O (4.03, 2.35, -0.11)
C (2.73, 1.71, 0.05)
C (2.25, 1.06, -1.23)
C (5.76, 4.14, -0.37)
H (2.01, 2.42, 0.44)
H (2.87, 0.94, 0.81)
H (2.02, 1.81, -1.98)
H (1.35, 0.48, -1.04)
H (3.01, 0.40, -1.64)
H (5.80, 4.25, 0.70)
H (6.03, 5.07, -0.87)
H (6.41, 3.33, -0.71)

---

No. 3
Below is a 2-piece molecular cluster, C2H8N2 overall, with properties calculated with ωB97M-V/def2-TZVPD.

Summary:
**Maximum force**: 0.013 hartree/bohr
**M**: 60.1 g/mol
**HOMO**: -8.2 eV
**Energy above the lowest of the compared OMol25 structures with the same formula, charge and spin**: 8.4 kcal per mole
**Frontier orbital gap**: 0.337 hartree
**E**: -5183.372 eV
**Multiplicity**: 1
**SMILES**: C=CN.N

Element x y z (Å)
C (2.14, -0.29, -0.53)
C (0.95, 0.20, -0.20)
N (0.28, -0.03, 0.99)
H (2.71, -0.91, 0.15)
H (2.58, 0.01, -1.47)
H (0.42, 0.90, -0.84)
H (0.60, -0.81, 1.53)
H (-0.73, 0.09, 1.00)
N (-2.58, 0.18, -0.19)
H (-3.32, -0.48, -0.36)
H (-1.70, -0.22, -0.48)
H (-2.80, 0.99, -0.75)

---

No. 4
Below is ClRb2 as an isolated structure, with properties calculated with ωB97M-V/def2-TZVPD.

Summary:
**Maximum force**: 0.032 hartree/bohr
**M**: 206.4 g/mol
**HOMO (alpha / beta)**: -21.8 / -21.3 eV
**Net charge**: +2
**Frontier orbital gap (alpha / beta)**: 0.524 / 0.293 hartree
**E**: -13816.825 eV
**Multiplicity**: 2

Element x y z (Å)
Rb (2.32, -0.07, -0.97)
Rb (-1.65, 0.31, 1.83)
Cl (-0.67, -0.24, -0.86)

---

No. 5
Below is C20H34CdClN4O6 as an isolated structure, with properties calculated with ωB97M-V/def2-TZVPD.

Summary:
**Maximum force**: 0.081 hartree/bohr
**M**: 574.4 g/mol
**HOMO (alpha / beta)**: -3.5 / -3.5 eV
**Net charge**: -1
**Frontier orbital gap (alpha / beta)**: 0.221 / 0.221 hartree
**E**: -56620.194 eV
**Multiplicity**: 1

Element x y z (Å)
O (1.89, -0.43, -2.18)
C (2.35, 0.48, -1.45)
C (3.50, 0.24, -0.56)
C (3.48, -0.76, 0.38)
H (2.53, -1.15, 0.79)
C (4.70, -1.27, 0.83)
H (4.71, -2.13, 1.48)
C (5.91, -0.74, 0.37)
H (6.87, -1.14, 0.71)
C (5.88, 0.35, -0.48)
H (6.81, 0.81, -0.85)
C (4.67, 0.84, -0.97)
H (4.63, 1.68, -1.70)
H (2.39, 1.55, -1.89)
C (0.41, 2.83, -0.91)
C (0.96, 1.86, 0.06)
H (0.98, 3.76, -0.73)
H (-0.64, 3.13, -0.69)
H (0.43, 2.55, -1.98)
C (1.80, 2.15, 1.04)
C (1.79, 3.46, 1.75)
H (2.49, 1.44, 1.44)
H (2.80, 3.85, 1.74)
H (1.51, 3.35, 2.79)
H (1.13, 4.20, 1.32)
Cd (-0.78, 1.17, 0.87)
Cl (-1.05, 2.24, 2.94)
C (-2.97, -0.36, 2.55)
O (-2.88, -0.23, 1.31)
N (-4.10, -0.43, 3.26)
C (-5.41, -0.56, 2.64)
C (-4.10, -0.16, 4.70)
H (-2.05, -0.39, 3.17)
H (-5.28, -0.72, 1.58)
H (-6.02, 0.33, 2.84)
H (-5.94, -1.41, 3.09)
H (-3.06, -0.08, 5.03)
H (-4.61, -0.96, 5.25)
H (-4.63, 0.78, 4.93)
H (1.99, -4.51, -1.74)
H (-0.10, -5.13, -0.44)
C (2.06, -3.56, -1.19)
C (0.08, -4.21, 0.17)
N (0.75, -3.20, -0.66)
H (2.40, -2.74, -1.82)
C (-0.02, -2.23, -1.23)
O (-0.94, -1.62, -0.67)
H (-0.88, -3.80, 0.53)
H (0.35, -1.94, -2.22)
H (2.74, -3.70, -0.34)
H (0.75, -4.47, 1.01)
H (-4.42, 1.90, -3.49)
H (-3.12, 0.29, -5.21)
C (-3.41, 2.29, -3.33)
C (-2.20, 0.75, -4.83)
N (-2.42, 1.24, -3.49)
H (-3.37, 2.76, -2.33)
C (-1.75, 0.79, -2.42)
O (-1.92, 1.28, -1.27)
H (-1.40, 0.01, -4.78)
H (-1.08, -0.04, -2.61)
H (-3.25, 3.06, -4.10)
H (-1.92, 1.58, -5.48)
O (-0.82, -2.11, 3.07)
N (0.31, -1.88, 2.64)
O (0.49, -0.96, 1.76)

---

No. 6
Below is a 2-piece molecular cluster, C4H11N3O2 overall, with properties calculated with ωB97M-V/def2-TZVPD.

Summary:
**Maximum force**: 0.033 hartree/bohr
**M**: 133.2 g/mol
**HOMO**: -8.8 eV
**Energy above the lowest of the compared OMol25 structures with the same formula, charge and spin**: 21.7 kcal per mole
**Frontier orbital gap**: 0.342 hartree
**E**: -12891.889 eV
**Multiplicity**: 1
**SMILES**: [H]/N=C(/N)NC.CC(=O)O

Element x y z (Å)
H (2.41, 2.63, -1.78)
N (1.99, 2.73, -0.87)
C (1.93, 1.64, -0.21)
N (1.77, 1.67, 1.15)
N (1.94, 0.38, -0.81)
C (1.01, 0.14, -1.91)
H (1.07, 1.11, 1.61)
H (1.71, 2.63, 1.48)
H (2.01, -0.34, -0.11)
H (1.53, -0.15, -2.81)
H (0.32, 0.98, -1.92)
H (0.46, -0.78, -1.69)
C (-2.12, -0.89, 1.63)
C (-1.99, -2.00, 0.62)
O (-1.05, -2.34, -0.03)
O (-3.25, -2.46, 0.33)
H (-1.22, -0.74, 2.21)
H (-2.92, -1.10, 2.34)
H (-2.45, 0.00, 1.09)
H (-3.14, -3.13, -0.33)